No. 1
{"formula": "C16H43IrN2O6PS2SbSe4Si2Te2", "method": "wB97M-V/def2-TZVPD", "elements": ["Ir", "Se", "Sb", "Se", "Se", "Se", "N", "C", "C", "N", "C", "C", "H", "H", "H", "H", "H", "H", "H", "H", "H", "H", "H", "O", "S", "O", "O", "S", "C", "C", "O", "P", "O", "Te", "O", "C", "C", "H", "H", "H", "H", "H", "H", "H", "H", "H", "H", "C", "Si", "C", "C", "C", "Te", "C", "Si", "C", "C", "C", "H", "H", "H", "H", "H", "H", "H", "H", "H", "H", "H", "H", "H", "H", "H", "H", "H", "H", "H", "H", "H", "H"], "positions_angstrom": [[-0.636, -1.303, 0.105], [1.166, -3.158, 3.527], [-1.971, -4.178, 0.950], [0.551, -3.268, 1.307], [-2.726, -4.139, 3.311], [-1.755, -6.517, 0.400], [-1.907, -1.319, 4.524], [-3.084, -0.709, 3.854], [-2.723, -0.635, 2.385], [-1.468, 0.058, 2.092], [-0.361, -0.157, 3.031], [-0.761, -0.378, 4.479], [-1.775, -2.303, 4.021], [-2.120, -1.593, 5.480], [-3.281, 0.263, 4.314], [-3.930, -1.383, 3.984], [-3.522, -0.181, 1.803], [-2.645, -1.670, 2.057], [-1.640, 1.048, 1.974], [0.331, 0.682, 2.953], [0.196, -1.041, 2.736], [-1.079, 0.536, 4.992], [0.079, -0.838, 4.997], [-1.291, -1.924, -3.111], [-1.926, -2.866, -2.196], [-0.904, -3.551, -1.342], [-2.818, -3.803, -2.827], [-2.988, -1.707, -0.781], [2.298, -4.516, -2.260], [2.221, -3.097, -2.782], [1.936, -2.202, -1.709], [2.934, -1.301, -0.872], [2.072, -0.600, 0.128], [4.366, -0.005, -2.279], [3.843, -2.418, -0.153], [4.713, -2.030, 0.908], [4.934, -3.236, 1.794], [2.499, -5.204, -3.085], [1.352, -4.794, -1.796], [3.093, -4.610, -1.519], [1.388, -2.981, -3.477], [3.144, -2.780, -3.281], [4.254, -1.213, 1.472], [5.648, -1.665, 0.472], [4.007, -3.522, 2.291], [5.684, -3.009, 2.556], [5.289, -4.079, 1.199], [-2.337, 4.225, -1.724], [-2.964, 2.448, -1.862], [-4.431, 2.495, -3.042], [-3.582, 1.925, -0.175], [-1.688, 1.355, -2.675], [0.038, 0.487, -1.764], [0.476, 2.131, -0.459], [1.785, 3.385, -0.955], [3.407, 3.004, -0.097], [1.949, 3.543, -2.819], [1.229, 5.076, -0.307], [-3.183, 4.916, -1.776], [-1.653, 4.476, -2.537], [-1.814, 4.415, -0.786], [-5.238, 3.113, -2.641], [-4.823, 1.491, -3.212], [-4.137, 2.906, -4.010], [-4.538, 2.414, 0.029], [-2.877, 2.215, 0.606], [-3.720, 0.845, -0.130], [-1.305, 1.930, -3.525], [-2.172, 0.464, -3.086], [0.792, 1.642, 0.464], [-0.485, 2.615, -0.265], [3.441, 1.964, 0.226], [3.521, 3.653, 0.776], [4.264, 3.146, -0.755], [1.866, 2.571, -3.307], [2.926, 3.951, -3.084], [1.178, 4.206, -3.221], [1.116, 5.061, 0.780], [0.282, 5.400, -0.742], [1.985, 5.827, -0.550]], "mulliken_spin": [2.24, 0.10, 0.23, 0.30, 0.18, 0.38, 0.00, 0.02, 0.02, 0.03, 0.00, 0.01, 0.00, 0.00, 0.00, 0.00, -0.01, -0.02, -0.01, 0.01, -0.01, 0.00, 0.00, -0.01, 0.00, 0.04, 0.00, 0.30, 0.00, 0.00, -0.01, -0.01, 0.01, 0.01, 0.00, 0.00, 0.00, 0.00, 0.00, 0.00, 0.00, 0.00, 0.00, 0.00, 0.00, 0.00, 0.00, 0.00, -0.01, 0.00, 0.01, 0.01, 0.15, 0.01, 0.01, 0.00, 0.01, 0.00, 0.00, 0.00, 0.00, 0.00, 0.00, 0.00, 0.00, 0.00, 0.00, 0.01, 0.00, 0.00, 0.00, 0.00, 0.00, 0.00, 0.00, 0.00, 0.00, 0.00, 0.00, 0.00], "total_charge": -2, "spin_multiplicity": 5, "e_above_lowest_ev": 0.000, "homo_lumo_gap_ev": [5.0, 5.2]}

=====

No. 2
{"formula": "C16H43MgN3O5", "method": "wB97M-V/def2-TZVPD", "elements": ["Mg", "C", "C", "O", "H", "H", "H", "H", "H", "C", "C", "O", "H", "H", "H", "H", "H", "C", "C", "C", "O", "C", "N", "H", "H", "H", "H", "H", "H", "H", "H", "H", "H", "H", "C", "C", "C", "O", "C", "N", "H", "H", "H", "H", "H", "H", "H", "H", "H", "H", "H", "C", "C", "C", "O", "C", "N", "H", "H", "H", "H", "H", "H", "H", "H", "H", "H", "H"], "positions_angstrom": [[-0.706, 0.825, 0.598], [-3.672, 1.120, 2.961], [-2.702, 2.229, 2.474], [-2.044, 2.144, 1.250], [-4.591, 1.175, 2.378], [-3.944, 1.252, 4.008], [-3.177, 0.153, 2.869], [-2.023, 2.291, 3.324], [-3.242, 3.175, 2.502], [1.072, -0.953, 3.935], [0.182, -1.566, 2.824], [-0.232, -0.584, 1.879], [2.060, -0.605, 3.634], [1.218, -1.515, 4.858], [0.597, -0.067, 4.355], [-0.544, -2.231, 3.291], [0.793, -2.286, 2.278], [1.388, 2.367, 2.263], [1.124, 3.013, 0.890], [2.402, 3.723, 0.346], [2.791, 4.848, 1.132], [3.879, 5.609, 0.748], [0.824, 1.868, 0.006], [2.199, 1.640, 2.217], [0.523, 1.808, 2.620], [1.712, 3.139, 2.962], [0.259, 3.675, 0.918], [2.179, 4.142, -0.636], [3.260, 3.055, 0.279], [4.822, 5.103, 0.544], [4.051, 6.439, 1.433], [3.687, 6.145, -0.181], [1.761, 1.516, -0.123], [0.782, 2.252, -0.928], [-4.044, -0.092, -0.659], [-2.669, -0.825, -0.578], [-2.696, -2.027, -1.527], [-2.728, -1.466, -2.844], [-2.584, -2.316, -3.973], [-1.622, 0.097, -0.987], [-4.842, -0.832, -0.593], [-4.302, 0.389, -1.602], [-4.160, 0.610, 0.166], [-2.518, -1.251, 0.414], [-3.609, -2.616, -1.436], [-1.863, -2.706, -1.346], [-1.592, -2.768, -3.956], [-2.874, -1.834, -4.906], [-3.296, -3.141, -3.943], [-0.892, -0.561, -1.219], [-1.949, 0.456, -1.873], [0.807, -1.048, -3.303], [0.882, -2.055, -2.149], [2.163, -2.905, -2.038], [2.186, -3.836, -0.986], [3.353, -4.646, -1.097], [0.796, -1.216, -0.978], [1.624, -0.333, -3.401], [-0.185, -0.608, -3.410], [0.955, -1.594, -4.235], [-0.006, -2.683, -2.083], [3.098, -2.348, -2.109], [2.206, -3.417, -2.999], [3.599, -5.187, -2.011], [3.316, -5.420, -0.331], [4.252, -4.096, -0.816], [0.820, -1.882, -0.219], [1.682, -0.741, -0.879]], "lowdin_charge": [0.53, -0.10, -0.44, -0.34, 0.05, 0.06, 0.06, 0.08, 0.09, -0.11, -0.38, -0.37, 0.05, 0.06, 0.06, 0.09, 0.07, -0.03, -0.35, -0.17, -0.18, -0.14, 0.02, 0.09, 0.06, 0.09, 0.15, 0.12, 0.13, 0.09, 0.09, 0.08, 0.09, 0.11, -0.03, -0.36, -0.17, -0.21, -0.09, 0.02, 0.08, 0.08, 0.06, 0.14, 0.13, 0.11, 0.08, 0.09, 0.08, 0.02, 0.11, -0.04, -0.39, -0.22, -0.15, -0.11, 0.02, 0.08, 0.07, 0.07, 0.12, 0.13, 0.12, 0.09, 0.09, 0.09, 0.09, 0.09], "total_charge": 0, "e_above_lowest_ev": 0.926, "homo_lumo_gap_ev": 7.4}

=====

No. 3
{"formula": "C16H43N3O16S2", "method": "wB97M-V/def2-TZVPD", "elements": ["C", "C", "C", "C", "C", "C", "N", "C", "C", "C", "C", "C", "C", "C", "S", "C", "N", "N", "C", "O", "C", "S", "H", "H", "H", "H", "H", "H", "H", "H", "H", "H", "H", "H", "H", "O", "H", "H", "O", "H", "H", "O", "H", "H", "O", "H", "H", "O", "H", "H", "O", "H", "H", "O", "H", "H", "O", "H", "H", "O", "H", "H", "O", "H", "H", "O", "H", "H", "O", "H", "H", "O", "H", "H", "O", "H", "H", "O", "H", "H"], "positions_angstrom": [[4.930, -4.476, -0.439], [4.083, -4.485, 0.997], [3.057, -3.221, 1.328], [2.943, -2.014, 0.224], [3.807, -1.958, -1.207], [4.812, -3.220, -1.518], [3.679, -0.806, -2.179], [2.242, -0.457, -2.499], [1.770, -0.278, -4.091], [0.164, 0.059, -4.411], [-0.948, 0.237, -3.180], [-0.495, 0.052, -1.581], [-1.652, 0.193, -0.429], [-1.832, -1.114, 0.543], [-1.136, -2.715, -0.135], [-2.352, -3.456, -1.353], [-2.367, -3.119, -2.828], [-3.407, -3.932, -3.290], [-4.064, -4.720, -2.142], [-3.357, -4.414, -0.868], [1.086, -0.277, -1.304], [1.757, -0.535, 0.467], [5.648, -5.383, -0.725], [4.182, -5.381, 1.771], [2.402, -3.181, 2.311], [5.395, -3.194, -2.551], [4.209, -0.955, -3.066], [2.583, -0.417, -4.939], [-0.125, 0.151, -5.563], [-2.056, 0.461, -3.509], [-1.336, 1.100, 0.273], [-2.698, 0.471, -0.883], [-1.436, -0.958, 1.649], [-3.007, -1.286, 0.661], [-4.978, -5.457, -2.269], [-3.925, 1.572, 1.092], [-4.755, 1.229, 0.729], [-4.155, 1.834, 1.996], [-1.236, 3.645, -2.353], [-0.637, 2.949, -2.044], [-1.962, 3.631, -1.711], [-2.088, 5.347, -0.070], [-1.853, 6.244, -0.350], [-2.595, 5.481, 0.745], [-0.598, 4.598, 2.265], [-0.459, 3.783, 2.769], [-0.978, 4.294, 1.427], [3.667, -5.496, -3.345], [3.639, -6.377, -2.942], [4.160, -4.961, -2.705], [-0.467, 1.435, 2.337], [0.134, 1.435, 3.097], [0.098, 1.177, 1.593], [-4.575, 2.284, 3.961], [-3.873, 2.159, 4.618], [-5.288, 2.711, 4.459], [7.466, -1.979, -0.113], [6.636, -2.323, -0.476], [7.235, -1.718, 0.791], [-5.083, -1.771, 0.995], [-5.165, -2.483, 1.646], [-5.315, -2.193, 0.154], [2.392, 3.662, 2.594], [2.266, 3.884, 1.659], [2.195, 4.489, 3.060], [-2.589, 5.549, 4.285], [-3.129, 4.828, 3.927], [-1.829, 5.592, 3.685], [-6.025, 3.849, 6.492], [-5.790, 4.747, 6.211], [-6.532, 3.984, 7.306], [-0.986, -2.416, -5.594], [-1.720, -2.689, -5.023], [-1.290, -2.634, -6.487], [-0.520, 7.646, 0.398], [0.080, 7.646, 1.159], [0.045, 7.388, -0.346], [7.707, -4.633, 1.852], [7.533, -3.941, 1.197], [8.665, -4.771, 1.798]], "lowdin_charge": [-0.07, -0.04, -0.05, -0.36, -0.13, -0.07, -0.01, -0.14, 0.00, -0.04, -0.02, -0.17, -0.22, -0.46, 0.85, -0.45, 0.02, -0.04, -0.04, -0.09, -0.34, 0.80, 0.11, 0.10, 0.10, 0.12, 0.12, 0.09, 0.09, 0.10, 0.09, 0.12, 0.10, 0.07, 0.14, -0.06, 0.04, 0.00, -0.08, 0.01, 0.01, -0.06, 0.03, 0.05, -0.07, 0.03, 0.02, -0.07, 0.04, -0.05, -0.08, 0.06, -0.03, -0.05, 0.06, 0.03, -0.07, -0.02, 0.05, -0.06, 0.06, 0.04, -0.07, 0.04, 0.04, -0.08, 0.02, 0.00, -0.06, 0.05, 0.05, -0.08, -0.01, 0.04, -0.06, 0.05, 0.06, -0.08, -0.01, 0.04], "total_charge": 0, "homo_lumo_gap_ev": 7.2}

=====

No. 4
{"formula": "C16H43N8NiO3P2Sb", "method": "wB97M-V/def2-TZVPD", "elements": ["Ni", "C", "N", "C", "P", "O", "O", "P", "O", "N", "C", "C", "N", "C", "C", "N", "C", "C", "H", "H", "H", "H", "H", "H", "H", "H", "H", "H", "H", "H", "H", "H", "H", "H", "H", "H", "H", "H", "H", "H", "H", "H", "C", "C", "C", "C", "N", "C", "N", "N", "N", "H", "H", "H", "H", "H", "H", "H", "H", "H", "H", "C", "Sb", "C", "C", "H", "H", "H", "H", "H", "H", "H", "H", "H"], "positions_angstrom": [[-0.479, 0.112, -0.131], [0.412, 4.038, 2.865], [-0.228, 2.861, 2.248], [-1.657, 2.757, 2.617], [0.639, 1.459, 2.323], [-0.204, 0.330, 1.775], [1.950, 1.793, 1.472], [2.433, 1.340, -0.008], [1.585, 0.285, -0.635], [2.267, 2.755, -0.844], [2.437, 2.617, -2.305], [2.952, 3.958, -0.341], [3.946, 0.845, 0.222], [4.894, 1.535, 1.105], [4.482, -0.346, -0.461], [1.225, 1.074, 3.772], [0.344, 0.376, 4.733], [2.421, 1.681, 4.368], [-0.045, 4.945, 2.472], [1.475, 4.071, 2.636], [0.287, 4.038, 3.952], [-2.199, 3.593, 2.173], [-1.802, 2.806, 3.699], [-2.083, 1.826, 2.250], [1.975, 1.699, -2.660], [3.494, 2.614, -2.590], [1.961, 3.467, -2.797], [2.831, 4.057, 0.734], [2.514, 4.840, -0.811], [4.020, 3.944, -0.581], [4.456, 2.436, 1.531], [5.786, 1.824, 0.549], [5.192, 0.876, 1.922], [3.714, -0.821, -1.062], [4.837, -1.065, 0.279], [5.316, -0.066, -1.104], [-0.499, -0.088, 4.225], [-0.028, 1.063, 5.496], [0.913, -0.413, 5.225], [3.054, 2.125, 3.607], [2.994, 0.905, 4.875], [2.155, 2.445, 5.100], [-4.209, -4.245, -2.169], [-3.011, -5.185, -2.071], [-2.837, -5.737, -0.658], [-1.733, -4.529, -2.600], [-1.436, -3.226, -1.955], [-1.773, -1.996, -2.352], [-1.331, -1.164, -1.446], [-0.742, -1.912, -0.501], [-0.805, -3.155, -0.774], [-5.132, -4.790, -1.965], [-4.308, -3.804, -3.167], [-4.147, -3.438, -1.430], [-3.177, -6.023, -2.754], [-2.592, -4.948, 0.059], [-2.046, -6.489, -0.616], [-3.763, -6.208, -0.322], [-1.813, -4.320, -3.665], [-0.862, -5.157, -2.433], [-2.295, -1.762, -3.268], [-1.318, 2.173, -3.047], [-1.375, 2.275, -0.932], [-0.911, 4.305, -0.641], [-3.472, 2.228, -0.634], [-1.837, 3.053, -3.429], [-1.836, 1.273, -3.373], [-0.294, 2.161, -3.417], [-1.660, 4.850, -1.220], [0.088, 4.501, -1.025], [-0.969, 4.574, 0.411], [-3.899, 3.139, -1.055], [-3.724, 2.156, 0.422], [-3.864, 1.359, -1.161]], "lowdin_charge": [0.27, -0.08, -0.30, -0.10, 0.50, -0.31, -0.25, 0.48, -0.31, -0.29, -0.09, -0.09, -0.28, -0.07, -0.06, -0.28, -0.05, -0.06, 0.09, 0.07, 0.10, 0.09, 0.10, 0.07, 0.07, 0.10, 0.09, 0.07, 0.09, 0.10, 0.06, 0.10, 0.10, 0.08, 0.10, 0.09, 0.08, 0.09, 0.10, 0.07, 0.10, 0.09, -0.07, -0.41, -0.07, -0.08, -0.06, -0.06, 0.01, -0.02, 0.16, 0.09, 0.08, 0.08, 0.15, 0.07, 0.09, 0.09, 0.14, 0.14, 0.16, -0.26, 1.43, -0.24, -0.27, 0.03, 0.01, 0.00, 0.04, 0.00, -0.01, 0.03, 0.01, 0.02], "total_charge": 2, "e_above_lowest_ev": 1.115, "homo_lumo_gap_ev": [7.5, 7.5]}